The following is a DFT calculation (wB97M-V/def2-TZVPD) of C15H13ClN4O3 as an isolated structure in a non-equilibrium geometry.

Properties
ΔE to the lowest compared entry with this formula, charge and spin = 238.2 kcal per mole
Orbital gap = 7.48 eV
Charge = 0
DFT total energy = -40381.776 eV
E_HOMO = -8.293 eV

XYZ file:
```
36
Properties=species:S:1:pos:R:3:forces:R:3
C 2.161 -1.728 5.784 -1.650 -0.950 -1.304
C 0.910 -2.198 4.915 2.488 -4.346 3.300
H 0.415 -3.158 5.336 1.164 1.489 -0.486
H 0.195 -1.477 5.003 -1.963 1.949 -1.358
O 1.404 -2.674 3.560 -1.741 2.780 3.968
C 1.334 -1.569 2.883 0.082 3.300 -3.331
O 1.225 -0.318 3.230 0.639 -6.520 -1.973
C 1.533 -2.238 1.352 -0.730 2.892 2.111
N 0.776 -1.438 0.454 3.918 2.653 -3.393
C 1.407 -0.564 -0.543 -9.772 -1.409 2.013
N 0.592 0.112 -1.277 11.771 -0.480 -0.993
C -0.629 0.061 -1.182 -3.270 4.766 -2.357
N -1.278 0.888 -2.052 -9.200 -3.347 6.158
N -2.813 0.730 -1.493 4.424 -3.248 0.600
C -2.607 -0.224 -0.555 -5.133 3.178 0.790
C -1.277 -0.405 -0.125 -1.766 -1.371 -1.374
C -0.484 -1.213 0.682 -6.019 -4.881 6.626
O -1.034 -1.907 1.680 1.889 2.461 -3.169
H -3.641 -0.456 -0.084 2.233 -0.167 -0.380
C -1.311 1.851 -2.949 6.004 -3.394 -2.649
C -2.328 2.285 -3.657 -5.980 1.780 2.395
C -2.270 3.274 -4.529 4.595 0.835 -4.215
C -1.014 3.492 -5.146 1.986 0.407 2.119
C 0.142 2.980 -4.443 1.618 -2.109 -4.288
C -0.098 1.792 -3.634 3.195 6.767 -0.244
H 0.839 1.594 -3.118 -0.418 -1.211 -0.044
H 1.373 3.131 -4.996 -4.197 -0.308 1.910
Cl -0.829 4.490 -6.571 -0.134 -0.103 0.581
H -2.992 3.758 -5.068 -2.622 0.722 -0.523
H -3.320 2.259 -3.252 -0.439 -0.965 0.420
H 2.346 -0.712 -0.591 6.813 -0.221 -0.808
H 1.269 -3.282 1.300 -0.076 -0.082 0.371
H 2.549 -2.010 1.177 1.361 -0.335 -0.554
H 2.690 -0.899 5.341 -0.166 0.373 0.005
H 2.018 -1.645 6.850 -0.710 0.551 0.222
H 2.747 -2.582 5.719 1.807 -1.456 -0.145
```
Positions in Å, forces in eV/Å.

Löwdin population analysis, charges in e, atoms 1 to 8:
1 C -0.039
2 C -0.130
3 H 0.152
4 H 0.075
5 O 0.025
6 C -0.393
7 O 0.034
8 C 0.006